(1)
This record from the Open Molecules 2025 dataset describes a 2-piece molecular cluster, C15H15FO6S2 overall at a distorted geometry. The level of theory is wB97M-V/def2-TZVPD.

```
39
Properties=species:S:1:pos:R:3:forces:R:3:lowdin_charge:R:1
C -1.2167 -0.1452 -5.6986 0.99 0.47 0.14 -0.056
C 0.2130 0.2212 -5.0449 0.19 -1.27 -1.73 -0.332
F 0.1884 1.3597 -4.1685 -0.13 -1.80 -0.94 -0.064
C 0.8499 -1.1015 -4.4040 0.38 0.36 1.75 -0.106
C 0.1807 -1.5589 -3.0200 -1.75 1.08 0.89 -0.091
C -0.9863 -0.9515 -2.4545 2.64 -1.84 0.09 0.078
C -1.5102 -1.4976 -1.0272 -1.33 -0.19 0.06 -0.272
O -2.7270 -1.5967 -0.7556 4.24 0.47 -0.88 0.038
C -0.3288 -1.9396 -0.0173 2.55 -0.79 1.57 -0.039
C -0.3651 -1.7192 1.5124 3.31 -0.81 -1.40 -0.461
S -1.7995 -0.9425 2.3744 0.30 -0.59 -0.43 0.751
C 0.8776 -2.1616 2.3654 0.97 -0.85 -2.98 -0.047
C 2.1440 -2.8258 1.7313 -3.12 1.17 -2.79 -0.045
C 2.1757 -3.0440 0.1932 -3.28 1.52 1.24 -0.004
C 0.9564 -2.6030 -0.6416 -0.34 0.50 1.91 -0.041
C 0.9374 -2.7602 -2.2466 0.24 -1.21 -0.27 -0.242
O 1.4448 -3.7387 -2.8532 -1.54 3.65 2.05 0.046
H -2.0464 0.2436 -5.0227 0.92 -0.72 -1.17 0.080
H -1.2456 0.3212 -6.7405 -0.32 -0.48 1.56 0.081
H -1.2265 -1.2815 -5.8428 -0.34 1.68 0.40 0.090
H 0.8988 0.5075 -5.9310 -0.93 -0.27 1.61 0.144
H 0.8355 -2.0122 -5.1028 -0.02 1.61 0.76 0.133
H 1.9549 -0.8665 -4.1541 -1.65 -0.51 -0.41 0.134
H -1.5204 -0.0817 -2.9603 0.70 -1.52 0.91 0.111
H -1.6220 0.4236 2.5211 0.60 -1.28 -0.69 -0.149
H 0.9218 -2.0134 3.5027 -0.46 -0.06 -2.03 0.099
H 3.0694 -3.1318 2.3169 -1.62 0.56 -0.63 0.089
H 3.0531 -3.5107 -0.3705 -1.40 0.75 1.08 0.107
O -2.1611 2.0739 3.6484 0.83 -0.18 0.49 -0.252
S -0.8642 2.1211 4.2591 0.36 0.36 0.39 0.631
O -0.0460 0.9614 4.4367 -0.70 0.81 -0.32 -0.242
O -1.0047 2.8793 5.6858 -0.22 -0.19 -0.89 -0.184
C -0.1533 4.0259 5.7044 0.61 0.23 0.07 -0.170
C -0.0430 4.4680 4.2533 -0.44 0.50 0.17 -0.171
O 0.0129 3.2560 3.5009 -0.12 -0.73 0.56 -0.185
H 0.8198 3.7214 6.0997 -0.04 0.06 -0.03 0.134
H -0.5757 4.8036 6.3415 -0.16 -0.23 -0.05 0.137
H 0.8426 5.0762 4.0698 0.01 -0.28 -0.12 0.137
H -0.9340 5.0198 3.9398 0.07 0.03 0.06 0.134
```
Positions in Å, forces in eV/Å.

Its LUMO energy is -0.89 eV. The total energy comes out at -1928.0009 Eh. The spin multiplicity is 1. Its charge is 0. The SMILES is C[C@@H](F)CC1=CC(=O)c2c(S)cccc2C1=O.O=S1(=O)OCCO1. As for the HOMO energy: -8.8 eV. Its largest force on an atom is 0.0867 Eh/bohr.


(2)
This record from the Open Molecules 2025 dataset describes a 2-piece molecular cluster, C3H8O4 overall at a distorted geometry. The level of theory is wB97M-V/def2-TZVPD.

```
15
Properties=species:S:1:pos:R:3:forces:R:3:lowdin_charge:R:1
O 2.2407 -2.5841 -2.0323 -2.13 1.30 -1.50 0.054
C 1.4411 -1.9521 -2.7180 0.54 -0.90 1.88 -0.285
O 0.1197 -1.6963 -2.4468 0.42 0.39 -0.88 -0.063
C -0.5983 -2.0829 -1.2625 0.97 -0.89 1.09 -0.151
C -0.0072 -1.4185 -0.0132 -1.30 -0.85 0.89 -0.255
O 0.0000 0.0000 0.0000 0.49 -0.39 -1.66 -0.052
H 1.6868 -1.4378 -3.6681 -0.10 -0.33 0.35 0.149
H -0.4432 -3.1650 -1.0882 -0.19 0.35 -0.22 0.133
H -1.6874 -1.9106 -1.3612 0.80 0.30 -0.56 0.137
H 0.9406 -1.9497 0.1989 -0.04 0.92 -0.04 0.118
H -0.7206 -1.6667 0.7960 0.46 -0.30 -0.18 0.126
H 0.0806 0.2274 -0.9498 0.10 0.37 0.81 0.092
O 4.4504 -5.8829 -3.9832 -0.81 0.52 0.72 -0.091
H 3.5258 -5.6180 -4.1913 1.01 -0.25 0.30 0.043
H 4.5829 -5.6074 -3.0479 -0.21 -0.24 -1.01 0.047
```
Positions in Å, forces in eV/Å.

Its LUMO energy is 0.58 eV. The energy above the lowest of the compared OMol25 structures with the same formula, charge and spin comes out at 1.497 eV. The total energy comes out at -420.0364 Eh. The spin multiplicity is 1. Its charge is 0. The SMILES is O=COCCO.O. As for the HOMO energy: -10.7 eV. Its largest force on an atom is 0.0566 Eh/bohr.


(3)
This record from the Open Molecules 2025 dataset describes a 9-piece molecular cluster, H17O9 overall at a distorted geometry. The level of theory is wB97M-V/def2-TZVPD.

```
26
Properties=species:S:1:pos:R:3:forces:R:3:lowdin_spin:R:1
O -0.3588 -2.1629 0.2100 -3.50 4.08 0.82 0.009
H 1.0648 3.1172 0.6040 -0.23 -0.84 0.01 0.001
H -0.6347 1.0055 0.8326 -2.29 -0.23 0.14 -0.002
O -0.2516 -3.6167 -1.7488 -1.23 -0.95 -0.48 0.000
H 0.4374 -2.9875 -1.5464 -0.30 0.17 0.35 0.000
O 0.3273 1.3589 -3.4738 1.22 3.37 -5.55 0.001
H -0.1808 0.6962 -3.8287 -1.86 -2.50 -0.98 0.000
H 0.1828 4.0744 -0.3121 1.14 -0.47 1.06 0.000
O 2.3301 1.0138 2.4988 5.10 0.88 2.93 0.002
H -3.6091 -1.5929 0.2477 0.80 0.29 0.50 0.000
H 2.0196 0.2539 2.9504 -1.42 -0.31 -0.17 0.001
O -1.5653 0.6922 0.6116 3.17 -0.60 -2.97 0.031
H -0.8202 -1.2933 0.6679 1.58 -3.31 -1.47 -0.001
H 1.8416 1.5066 1.9294 -2.77 1.29 -1.80 0.000
O -3.7294 -0.6476 0.2905 -8.96 -6.46 -5.08 0.000
H 0.4470 1.2743 -2.6202 0.53 -0.80 6.46 0.001
H -3.1787 -0.1186 0.6134 7.64 5.84 4.57 0.000
O 0.9473 4.0088 0.3197 -0.93 1.36 -1.14 0.009
H -1.3425 0.3721 -0.3813 -1.32 1.19 3.19 -0.002
H -1.0083 -3.4495 -1.1290 1.63 0.06 -0.83 0.000
O 0.7727 0.7372 -0.3151 0.04 0.93 0.21 0.823
H 1.2325 0.2513 -0.9852 0.86 -0.86 -1.28 0.014
H 1.2000 -0.1394 0.7387 0.72 -2.48 3.37 0.003
O 1.4043 -0.8830 1.5689 -11.89 3.24 -1.13 0.106
H 2.1943 -1.0643 1.4068 11.19 -2.62 -1.96 0.004
H 0.2776 -2.4066 0.8504 1.11 -0.26 1.21 0.000
```
Positions in Å, forces in eV/Å.

Its LUMO energy (alpha / beta) is -0.63 / -5.77 eV. The energy above the lowest of the compared OMol25 structures with the same formula, charge and spin comes out at 4.343 eV. The total energy comes out at -687.0591 Eh. The spin multiplicity is 2. Its charge is 0. As for the HOMO energy (alpha / beta): -11.0 / -11.0 eV. Its largest force on an atom is 0.2406 Eh/bohr.